Entry 1:
{
  "formula": "C4H10N2O2",
  "method": "ωB97M-V with the def2-TZVPD basis set",
  "species": ["C", "N", "C", "O", "H", "H", "H", "H", "H", "C", "C", "N", "O", "H", "H", "H", "H", "H"],
  "coordinates": [[-2.3934, -0.1322, -0.0782], [-1.2910, -0.8391, -0.7523], [-1.3296, 0.9060, -0.1323], [-0.6034, 1.1964, 0.8585], [-1.5846, -1.1572, -1.6692], [-0.2431, -1.1386, -0.0590], [-1.2831, 1.4925, -1.0611], [-2.6191, -0.4975, 0.9238], [-3.2582, 0.0502, -0.7150], [1.9541, 0.8144, -0.4454], [1.5097, 0.2244, 0.8677], [0.8933, -1.1224, 0.7102], [1.9103, 0.5526, 1.9519], [0.6177, -1.4637, 1.6247], [1.5042, -1.7840, 0.2409], [1.2052, 0.6664, -1.2211], [2.1141, 1.8801, -0.3012], [2.8972, 0.3517, -0.7429]],
  "charge": 0,
  "de_lowest_ev": 3.7087,
  "mol_weight_g_mol": 118.14,
  "homo_lumo_gap_ev": 9.1,
  "energy_ha": -418.3247,
  "homo_ev": -8.365
}


Entry 2:
{
  "formula": "C4H10N2O2",
  "method": "ωB97M-V with the def2-TZVPD basis set",
  "species": ["N", "C", "C", "N", "C", "C", "O", "O", "H", "H", "H", "H", "H", "H", "H", "H", "H", "H"],
  "coordinates": [[2.2796, -0.8267, -0.9201], [2.0273, 0.1050, 0.2740], [0.8827, -0.4074, 1.1159], [-0.3997, -0.5023, 0.6156], [-0.8261, 0.2404, -0.5661], [-2.3247, 0.4997, -0.6043], [-2.5438, 1.5033, -1.6399], [1.1350, -0.8125, 2.2318], [1.5989, -0.6106, -1.6334], [1.9357, -1.7393, -0.6035], [2.9774, -0.0127, 0.7889], [2.1060, 1.1119, -0.1320], [-1.0357, -0.8443, 1.3165], [-0.2473, 1.1480, -0.7548], [-0.5425, -0.3183, -1.4646], [-2.7360, -0.4135, -1.0299], [-2.9069, 0.8617, 0.2369], [-2.5637, 2.3414, -1.1648]],
  "charge": 0,
  "de_lowest_ev": 2.4026,
  "mol_weight_g_mol": 118.14,
  "homo_lumo_gap_ev": 10.2,
  "energy_ha": -418.3727,
  "homo_ev": -9.580,
  "smiles": "NCC(=O)NCCO"
}


Entry 3:
{
  "formula": "C4H10N2O2",
  "method": "ωB97M-V with the def2-TZVPD basis set",
  "species": ["C", "C", "C", "H", "H", "H", "H", "H", "H", "N", "C", "N", "O", "O", "H", "H", "H", "H"],
  "coordinates": [[1.4358, 1.4822, 0.2717], [0.9217, 0.0991, -0.0035], [1.7732, -0.8997, -0.2786], [-0.4368, 0.0318, -1.4424], [2.3403, 1.4848, 0.8896], [0.7081, 2.1026, 0.8024], [1.6593, 2.0060, -0.6637], [1.4279, -1.9050, -0.5117], [2.8426, -0.7428, -0.4098], [-1.5178, -0.2221, -1.3545], [-0.7577, -0.2237, 0.5840], [-0.8864, -1.4881, 1.1098], [-2.2989, 0.9733, -1.3618], [-1.3639, 0.7308, 1.0588], [-2.1869, 1.3091, -0.4389], [-2.1405, -1.0185, -1.2007], [-1.3455, -1.5357, 2.0098], [-0.1746, -2.1842, 0.9398]],
  "charge": 0,
  "de_lowest_ev": 5.6830,
  "mol_weight_g_mol": 118.14,
  "homo_lumo_gap_ev": 9.7,
  "energy_ha": -418.2521,
  "homo_ev": -8.946,
  "smiles": "C=C(C)C(N)=O.NO"
}


Entry 4:
{
  "formula": "C4H10N2O2",
  "method": "ωB97M-V with the def2-TZVPD basis set",
  "species": ["C", "C", "C", "N", "N", "C", "O", "O", "H", "H", "H", "H", "H", "H", "H", "H", "H", "H"],
  "coordinates": [[0.3064, 0.2378, 0.9345], [-0.3339, -1.1462, 0.8214], [-1.6175, -1.1414, -0.0545], [-1.2773, -0.6945, -1.4178], [1.1406, 0.5834, -0.1849], [1.8847, 1.7172, -0.4792], [1.9437, 2.7088, 0.3899], [2.4949, 1.7992, -1.5266], [0.9830, -0.0129, 1.8069], [-0.5271, 0.9525, 1.0510], [-0.7274, -1.4785, 1.7925], [0.2893, -1.9421, 0.3696], [-2.0615, -2.1787, -0.0326], [-2.2506, -0.3408, 0.3000], [-2.0517, -0.3827, -1.9949], [-0.6021, -1.2871, -1.8890], [0.9961, 0.1233, -1.0670], [1.4104, 2.4827, 1.1807]],
  "charge": 0,
  "de_lowest_ev": 1.6239,
  "mol_weight_g_mol": 118.14,
  "homo_lumo_gap_ev": 9.9,
  "energy_ha": -418.4013,
  "homo_ev": -9.214,
  "smiles": "NCCCNC(=O)O"
}


Entry 5:
{
  "formula": "C4H10N2O2",
  "method": "ωB97M-V with the def2-TZVPD basis set",
  "species": ["C", "C", "C", "N", "C", "N", "H", "H", "H", "H", "H", "H", "H", "H", "O", "H", "H", "O"],
  "coordinates": [[1.1610, 0.7225, 2.8427], [0.4807, 0.5406, 1.4913], [-0.3794, 1.2044, 0.6278], [-0.4762, 0.4046, -0.5679], [0.4856, -0.5965, -0.4263], [0.9327, -0.5359, 0.7997], [1.0226, 0.0108, 3.4737], [2.2347, 0.8088, 2.8546], [0.7825, 1.6980, 3.3077], [-1.2597, 1.6706, 0.6341], [-0.9950, 0.6133, -1.4494], [0.8154, -1.3295, -1.2551], [-1.5166, 2.4390, -2.9818], [-0.1163, 1.9583, -2.7136], [-0.9818, 1.6821, -3.0249], [-1.3930, -2.6227, -0.8582], [-0.1028, -2.9252, -0.0659], [-0.6626, -3.2607, -0.6979]],
  "charge": 0,
  "de_lowest_ev": 3.2065,
  "mol_weight_g_mol": 118.14,
  "homo_lumo_gap_ev": 9.2,
  "energy_ha": -418.3431,
  "homo_ev": -8.747,
  "smiles": "Cc1c[nH]cn1.O.O"
}


Entry 6:
{
  "formula": "C4H10N2O2",
  "method": "ωB97M-V with the def2-TZVPD basis set",
  "species": ["C", "C", "C", "C", "N", "N", "O", "O", "H", "H", "H", "H", "H", "H", "H", "H", "H", "H"],
  "coordinates": [[1.1492, -0.1467, -1.1568], [0.3626, 1.3660, 0.7896], [-1.3410, -0.5441, -0.1767], [0.3220, -0.0505, 0.1839], [-2.1885, 0.0534, -1.0870], [0.8291, -1.0123, 1.1014], [2.3272, -0.8258, -1.1148], [0.7618, 0.2898, -2.2155], [-0.4185, 1.2318, 1.6492], [0.0600, 2.2345, 0.0924], [1.3179, 1.7491, 1.2272], [-1.6122, -0.4436, 0.8880], [-1.1866, -1.6643, -0.4496], [-2.6111, 1.0443, -0.9105], [-1.8561, 0.1412, -1.9879], [0.0662, -1.5371, 1.5917], [1.5901, -0.7369, 1.7834], [2.4280, -1.1488, -0.2081]],
  "charge": 0,
  "de_lowest_ev": 2.4275,
  "mol_weight_g_mol": 118.14,
  "homo_lumo_gap_ev": 9.7,
  "energy_ha": -418.3718,
  "homo_ev": -9.038,
  "smiles": "C[C@@](N)(CN)C(=O)O"
}


Entry 7:
{
  "formula": "C4H10N2O2",
  "method": "ωB97M-V with the def2-TZVPD basis set",
  "species": ["C", "C", "C", "N", "C", "N", "O", "O", "H", "H", "H", "H", "H", "H", "H", "H", "H", "H"],
  "coordinates": [[-0.2258, 0.5569, -0.0265], [0.6239, 1.7400, -0.2646], [-1.6919, 0.7146, -0.1967], [-0.0736, -1.4636, -0.5117], [0.4279, -0.5569, 0.7519], [0.9488, -2.2640, -1.0792], [-0.4171, -0.4156, 1.9879], [1.6471, -0.7094, 0.9703], [0.1534, 0.0664, 2.6045], [-0.8067, -2.0494, -0.1272], [1.7770, -2.1777, -0.4863], [1.2016, -1.8809, -1.9840], [-2.2534, -0.1655, 0.0995], [1.4432, 1.4488, -0.9255], [0.0733, 2.6212, -0.5916], [1.1102, 2.0452, 0.6692], [-2.0520, 1.5799, 0.3665], [-1.8861, 0.9100, -1.2566]],
  "charge": 0,
  "de_lowest_ev": 5.7100,
  "mol_weight_g_mol": 118.14,
  "homo_lumo_gap_ev": 8.0,
  "energy_ha": -418.2511,
  "homo_ev": -8.481
}


Entry 8:
{
  "formula": "C4H10N2O2",
  "method": "ωB97M-V with the def2-TZVPD basis set",
  "species": ["C", "C", "N", "C", "C", "N", "O", "O", "H", "H", "H", "H", "H", "H", "H", "H", "H", "H"],
  "coordinates": [[-0.6665, -1.5876, 1.2572], [0.9412, 1.9357, -1.2267], [0.4657, 0.6388, -1.7461], [0.3773, -0.4873, -0.7329], [-0.5744, -0.5274, 0.2047], [-0.2939, -1.1647, 2.6170], [1.3133, -1.2757, -1.1736], [-1.4489, 0.5749, 0.3098], [1.2958, -0.1909, -2.0910], [-2.3509, 0.2368, 0.3672], [-0.4060, 0.7402, -2.2640], [-0.8163, -0.3316, 2.8695], [0.6869, -0.9035, 2.6289], [-1.6945, -1.9704, 1.3081], [-0.0308, -2.4244, 0.9658], [1.8675, 1.7617, -0.6818], [0.1992, 2.3618, -0.5539], [1.1353, 2.6137, -2.0582]],
  "charge": 0,
  "de_lowest_ev": 3.9714,
  "mol_weight_g_mol": 118.14,
  "homo_lumo_gap_ev": 8.1,
  "energy_ha": -418.3150,
  "homo_ev": -7.526,
  "smiles": "C[NH2+]/C([O-])=C(\\O)CN"
}


Entry 9:
{
  "formula": "C4H10N2O2",
  "method": "ωB97M-V with the def2-TZVPD basis set",
  "species": ["C", "C", "O", "N", "H", "H", "H", "H", "H", "C", "C", "O", "N", "H", "H", "H", "H", "H"],
  "coordinates": [[2.6973, 1.5669, 0.1329], [1.2116, 1.8958, -0.3268], [0.4760, 1.0591, -0.8134], [0.7123, 3.1161, 0.0155], [3.2079, 2.6399, 0.0800], [3.2129, 0.8327, -0.5337], [-0.0803, 3.5244, -0.5343], [1.2313, 3.8208, 0.5481], [2.7627, 1.1878, 1.1453], [-1.5137, -0.8883, 1.0820], [-1.4006, -2.1055, 0.1911], [-2.1223, -3.0875, 0.3616], [-0.4276, -2.1176, -0.7499], [-0.3553, -2.8515, -1.4145], [-0.0328, -1.3046, -1.1508], [-2.4347, -0.2277, 1.0151], [-0.7157, -0.0974, 0.9764], [-1.5862, -1.1006, 2.1492]],
  "charge": 0,
  "de_lowest_ev": 1.0992,
  "mol_weight_g_mol": 118.14,
  "homo_lumo_gap_ev": 9.8,
  "energy_ha": -418.4206,
  "homo_ev": -9.295,
  "smiles": "CC(N)=O.CC(N)=O"
}


Entry 10:
{
  "formula": "C4H10N2O2",
  "method": "ωB97M-V with the def2-TZVPD basis set",
  "species": ["C", "C", "C", "C", "N", "N", "O", "O", "H", "H", "H", "H", "H", "H", "H", "H", "H", "H"],
  "coordinates": [[0.0758, 1.0899, 0.2059], [1.2280, -0.9048, 1.2140], [-1.3762, -0.7899, -0.6151], [1.0357, 0.0639, 0.0932], [-2.3889, -0.1636, 0.0363], [1.9376, 0.0526, -0.9422], [0.0480, 1.9541, -0.8884], [-0.6874, 1.3027, 1.1567], [2.1594, -0.6926, 1.7406], [1.2761, -1.9324, 0.8536], [0.4091, -0.8009, 1.9192], [-1.0515, -1.7334, -0.2186], [-1.2712, -0.6230, -1.6737], [-2.2408, -0.0767, 1.0413], [-2.6443, 0.7333, -0.3624], [1.7125, 0.6771, -1.6979], [2.3062, -0.8456, -1.2144], [-0.5282, 2.6893, -0.6481]],
  "charge": 0,
  "de_lowest_ev": 0.0000,
  "mol_weight_g_mol": 118.14,
  "homo_lumo_gap_ev": [6.2, 9.4],
  "spin_multiplicity": 3,
  "energy_ha": -418.3016,
  "homo_ev": [-5.342, -9.952]
}


Entry 11:
{
  "formula": "C4H10N2O2",
  "method": "ωB97M-V with the def2-TZVPD basis set",
  "species": ["C", "O", "C", "C", "C", "N", "O", "N", "H", "H", "H", "H", "H", "H", "H", "H", "H", "H"],
  "coordinates": [[0.8247, -1.3835, -0.8955], [0.0916, -1.9485, -1.8579], [0.0963, -0.2119, -0.1533], [0.7185, 0.2759, 1.1091], [0.4801, 1.6387, 1.3973], [0.8533, 2.1382, 2.6599], [-0.1646, 2.4354, 0.6102], [-1.2325, -0.8744, 0.0018], [1.8289, -1.0463, -1.2091], [1.0193, -2.0963, 0.0280], [-2.1325, -0.1624, 0.0971], [0.1700, 0.6554, -0.8934], [1.3354, -0.3590, 1.8007], [-1.6775, -0.7855, -3.8145], [1.1398, 1.4682, 3.3651], [0.1250, 2.8023, 2.9749], [-1.3154, -1.4906, -0.8339], [-2.1601, -1.0558, -4.3865]],
  "charge": 1,
  "de_lowest_ev": 7.2941,
  "mol_weight_g_mol": 118.14,
  "homo_lumo_gap_ev": [5.7, 5.6],
  "spin_multiplicity": 2,
  "energy_ha": -417.8698,
  "homo_ev": [-14.407, -14.415]
}


Entry 12:
{
  "formula": "C4H10N2O3",
  "method": "ωB97M-V with the def2-TZVPD basis set",
  "species": ["C", "C", "C", "C", "N", "N", "O", "O", "O", "H", "H", "H", "H", "H", "H", "H", "H", "H", "H"],
  "coordinates": [[-0.2595, -0.4188, -0.6241], [-1.3491, 0.2516, -1.4574], [1.1730, 0.1160, 1.2267], [0.2547, 0.8327, 0.5089], [0.8462, -0.8609, -1.4420], [-0.7614, 1.4684, 1.1993], [-0.8044, -1.5854, -0.0457], [2.2652, -0.5193, 0.7430], [1.1097, 0.1170, 2.5964], [-1.2376, -1.3040, 0.7767], [2.0419, -0.7978, -0.1825], [1.8710, -0.4165, 2.8795], [1.0428, -0.1564, -2.1481], [0.5645, -1.7239, -1.9068], [-1.2456, 2.1860, 0.6773], [-0.6088, 1.5604, 2.2039], [-1.6935, -0.4260, -2.2476], [-2.2201, 0.5011, -0.8434], [-0.9889, 1.1758, -1.9141]],
  "charge": 0,
  "de_lowest_ev": 2.6425,
  "mol_weight_g_mol": 134.14,
  "homo_lumo_gap_ev": 7.9,
  "energy_ha": -493.5880,
  "homo_ev": -7.098,
  "smiles": "C[C@](N)(O)C(N)=C(O)O"
}


Please write out number 12 again, unchanged.
{
  "formula": "C4H10N2O3",
  "method": "ωB97M-V with the def2-TZVPD basis set",
  "species": ["C", "C", "C", "C", "N", "N", "O", "O", "O", "H", "H", "H", "H", "H", "H", "H", "H", "H", "H"],
  "coordinates": [[-0.2595, -0.4188, -0.6241], [-1.3491, 0.2516, -1.4574], [1.1730, 0.1160, 1.2267], [0.2547, 0.8327, 0.5089], [0.8462, -0.8609, -1.4420], [-0.7614, 1.4684, 1.1993], [-0.8044, -1.5854, -0.0457], [2.2652, -0.5193, 0.7430], [1.1097, 0.1170, 2.5964], [-1.2376, -1.3040, 0.7767], [2.0419, -0.7978, -0.1825], [1.8710, -0.4165, 2.8795], [1.0428, -0.1564, -2.1481], [0.5645, -1.7239, -1.9068], [-1.2456, 2.1860, 0.6773], [-0.6088, 1.5604, 2.2039], [-1.6935, -0.4260, -2.2476], [-2.2201, 0.5011, -0.8434], [-0.9889, 1.1758, -1.9141]],
  "charge": 0,
  "de_lowest_ev": 2.6425,
  "mol_weight_g_mol": 134.14,
  "homo_lumo_gap_ev": 7.9,
  "energy_ha": -493.5880,
  "homo_ev": -7.098,
  "smiles": "C[C@](N)(O)C(N)=C(O)O"
}